1.
ORCA calculation (ωB97M-V/def2-TZVPD) on one molecule with the formula C12H11N7O4 at a distorted geometry.

CARTESIAN COORDINATES (ANGSTROEM)
C  -4.865  0.354  1.531
C  -4.258  1.563  1.189
C  -3.004  1.579  0.564
C  -2.348  0.374  0.267
C  -0.938  0.362  -0.301
N  0.074  0.227  0.854
C  -2.995  -0.841  0.552
C  -4.252  -0.847  1.169
H  -5.836  0.339  2.018
H  -4.748  2.502  1.441
H  -2.529  2.528  0.296
H  -0.743  -0.517  -0.914
H  -0.656  1.266  -0.859
H  -0.249  -0.511  1.511
H  0.095  1.126  1.367
H  -2.514  -1.789  0.295
H  -4.739  -1.792  1.400
O  4.594  0.669  -3.455
N  4.137  -0.343  -2.901
O  4.182  -1.478  -3.432
C  3.449  -0.241  -1.625
C  2.892  -1.377  -1.025
C  1.766  -1.352  -0.222
N  1.297  -2.557  0.418
O  1.675  -3.671  0.004
O  0.517  -2.429  1.403
C  1.454  -0.128  0.581
N  2.113  1.001  -0.081
N  1.965  2.295  0.344
N  2.744  3.030  -0.413
N  3.410  2.283  -1.312
C  3.051  1.007  -1.079
H  3.357  -2.336  -1.173
H  1.901  -0.295  1.586

ΔE to the lowest compared entry with this formula, charge and spin (kcal per mole): 9.6
Molar mass (g mol⁻¹): 317.3
HOMO energy (eV): -8.47
Total charge: 0
HOMO-LUMO gap (eV): 7.331
LUMO (eV): -1.1362

2.
ORCA calculation (ωB97M-V/def2-TZVPD) on one molecule with the formula C21H34N2O3.

CARTESIAN COORDINATES (ANGSTROEM)
C  0.306  -0.493  -6.917
O  1.699  -0.438  -7.092
C  2.469  0.015  -6.041
C  1.991  0.422  -4.813
C  2.867  0.865  -3.816
C  4.232  0.883  -4.092
C  4.720  0.477  -5.320
C  3.851  0.041  -6.304
O  4.327  -0.358  -7.512
H  3.572  -0.622  -8.055
H  5.776  0.491  -5.535
H  4.923  1.221  -3.334
C  2.405  1.302  -2.508
C  1.148  1.371  -2.075
C  0.756  1.847  -0.714
N  -0.161  0.905  -0.091
C  -0.749  1.430  1.125
H  0.023  1.603  1.902
C  -1.816  0.459  1.666
N  -1.286  -0.884  1.868
C  -0.598  -1.347  0.679
C  0.471  -0.372  0.182
H  1.274  -0.271  0.937
H  0.919  -0.745  -0.741
H  -1.344  -1.467  -0.110
H  -0.154  -2.323  0.884
C  -0.549  -1.051  3.111
H  0.091  -0.186  3.342
C  -1.516  -1.313  4.269
H  -2.069  -0.402  4.510
H  -2.239  -2.056  3.927
C  -0.827  -1.826  5.537
C  0.085  -0.767  6.153
H  -0.481  0.133  6.383
H  0.894  -0.504  5.477
H  0.525  -1.138  7.076
C  -1.877  -2.264  6.557
H  -1.400  -2.653  7.454
H  -2.515  -3.041  6.142
H  -2.504  -1.421  6.841
H  -0.218  -2.698  5.272
H  0.101  -1.923  3.003
C  -3.035  0.402  0.728
H  -2.724  0.675  -0.280
H  -3.415  -0.619  0.717
C  -4.181  1.314  1.175
H  -4.519  1.012  2.177
O  -3.865  2.687  1.164
H  -3.156  2.843  1.797
H  -5.021  1.211  0.484
H  -2.144  0.818  2.648
H  -1.212  2.392  0.892
H  1.655  2.020  -0.094
H  0.224  2.800  -0.813
H  0.313  1.079  -2.694
H  3.198  1.606  -1.833
H  0.933  0.402  -4.612
H  -0.112  0.498  -6.718
H  -0.094  -0.871  -7.857
H  0.032  -1.175  -6.106

ΔE to the lowest compared entry with this formula, charge and spin (kcal per mole): 28.7
Molar mass (g mol⁻¹): 362.5
HOMO energy (eV): -7.81
Total charge: 0
HOMO-LUMO gap (eV): 8.505
LUMO (eV): 0.6973

3.
ORCA calculation (ωB97M-V/def2-TZVPD) on C29H24Br4N3O4Ti as an isolated structure at a distorted geometry.

CARTESIAN COORDINATES (ANGSTROEM)
Ti  0.298  -0.635  0.643
C  -0.112  1.812  -4.141
C  -1.129  0.759  -3.704
C  -2.298  1.452  -2.997
C  -0.528  -0.329  -2.837
C  0.758  -0.259  -2.323
C  1.320  -1.325  -1.612
C  0.591  -2.511  -1.428
C  1.272  -3.763  -0.951
C  -0.719  -2.558  -1.909
C  -1.269  -1.491  -2.593
H  -0.574  2.489  -4.856
H  0.748  1.349  -4.619
H  0.223  2.395  -3.286
H  -1.514  0.260  -4.605
H  -1.949  1.902  -2.072
H  -3.091  0.744  -2.772
H  -2.695  2.239  -3.635
H  1.372  0.608  -2.520
H  2.375  -1.293  -1.344
H  1.758  -4.250  -1.801
H  0.557  -4.464  -0.527
H  2.038  -3.537  -0.211
H  -1.289  -3.470  -1.792
H  -2.271  -1.576  -2.987
O  -1.100  4.376  -0.047
C  0.242  4.454  -0.128
C  0.819  5.713  -0.222
C  2.191  5.865  -0.326
C  3.014  4.748  -0.311
C  2.462  3.490  -0.198
C  1.075  3.309  -0.121
C  0.524  1.967  -0.002
O  1.269  0.938  0.239
N  -0.798  1.812  -0.149
N  -1.128  0.529  0.084
C  -2.383  0.122  0.162
C  -2.522  -1.187  0.660
C  -3.742  -1.786  1.027
C  -3.734  -2.979  1.717
C  -2.505  -3.592  1.991
C  -1.343  -2.984  1.550
N  -1.310  -1.818  0.893
H  -1.329  3.411  0.002
H  0.167  6.574  -0.216
H  2.614  6.854  -0.428
H  4.086  4.868  -0.397
H  3.091  2.611  -0.175
H  -3.225  0.780  -0.042
H  -4.663  -1.266  0.803
H  -4.655  -3.423  2.067
H  -2.462  -4.518  2.547
H  -0.376  -3.451  1.731
Br  1.890  -1.424  7.226
C  1.839  -1.557  5.341
C  2.663  -2.459  4.690
Br  3.846  -3.563  5.666
C  2.613  -2.543  3.296
Br  3.702  -3.770  2.344
C  1.768  -1.739  2.549
O  1.684  -1.759  1.250
C  0.910  -0.808  3.225
O  0.136  -0.084  2.478
C  0.969  -0.746  4.615
Br  -0.169  0.491  5.491

ΔE to the lowest compared entry with this formula, charge and spin (kcal per mole): 24.3
Molar mass (g mol⁻¹): 846.0
HOMO energy (spin up / spin down) (eV): -3.16 / -4.80
Total charge: -1
<S²>: 2.0153
HOMO-LUMO gap (spin up / spin down) (eV): 5.592 / 6.852
2S+1: 3
LUMO (spin up / spin down) (eV): 2.4339 / 2.0536

4.
ORCA calculation (ωB97M-V/def2-TZVPD) on one molecule with the formula C6H9N.

CARTESIAN COORDINATES (ANGSTROEM)
C  -0.418  1.486  0.090
C  -0.542  -0.017  0.176
C  0.437  -0.812  -0.679
C  1.828  -0.581  -0.269
C  2.960  -0.363  0.083
C  -1.046  -0.638  1.421
N  -1.887  -0.586  0.223
H  0.610  1.810  0.278
H  -1.072  1.973  0.823
H  -0.709  1.833  -0.910
H  0.313  -0.538  -1.735
H  0.193  -1.878  -0.597
H  3.963  -0.172  0.396
H  -0.717  -1.638  1.699
H  -1.287  0.012  2.261
H  -2.569  0.164  0.311

ΔE to the lowest compared entry with this formula, charge and spin (kcal per mole): 65.6
Molar mass (g mol⁻¹): 95.1
HOMO energy (eV): -9.54
Total charge: 0
HOMO-LUMO gap (eV): 10.575
LUMO (eV): 1.0303

5.
ORCA calculation (ωB97M-V/def2-TZVPD) on C18H23AsN4PtS2Se as an isolated structure at a distorted geometry.

CARTESIAN COORDINATES (ANGSTROEM)
Pt  -0.151  0.541  0.868
S  1.750  -0.557  0.325
C  2.425  -0.921  1.891
C  3.842  -1.225  1.948
N  4.972  -1.439  1.976
C  1.660  -0.930  3.006
S  0.005  -0.410  2.987
C  2.208  -1.339  4.286
N  2.613  -1.659  5.313
C  -1.643  4.087  -0.479
C  -0.231  4.174  0.096
As  0.716  2.510  -0.127
C  0.876  2.334  -2.052
C  1.417  3.526  -2.835
C  2.522  2.805  0.489
C  3.063  4.225  0.343
H  -2.202  4.999  -0.268
H  -2.194  3.249  -0.050
H  -1.627  3.950  -1.562
H  -0.258  4.385  1.165
H  0.357  4.954  -0.385
H  -0.125  2.060  -2.387
H  1.502  1.452  -2.186
H  0.853  4.440  -2.637
H  1.356  3.336  -3.909
H  2.463  3.722  -2.601
H  3.123  2.073  -0.050
H  2.528  2.497  1.534
H  3.112  4.548  -0.696
H  4.072  4.278  0.753
H  2.453  4.947  0.887
C  -2.562  -2.279  -2.444
N  -2.388  -2.558  -1.026
C  -2.248  -1.645  -0.046
Se  -2.460  0.212  -0.225
N  -2.011  -2.319  1.088
C  -1.981  -3.688  0.853
C  -1.781  -4.773  1.691
C  -1.851  -6.027  1.106
C  -2.111  -6.186  -0.263
C  -2.306  -5.094  -1.092
C  -2.232  -3.844  -0.498
H  -2.588  -1.203  -2.578
H  -3.496  -2.714  -2.798
H  -1.727  -2.699  -3.002
H  -1.772  -1.848  1.951
H  -1.583  -4.646  2.747
H  -1.702  -6.904  1.722
H  -2.160  -7.183  -0.680
H  -2.502  -5.213  -2.149

ΔE to the lowest compared entry with this formula, charge and spin (kcal per mole): 27.8
Molar mass (g mol⁻¹): 708.5
HOMO energy (eV): -7.13
Total charge: 0
HOMO-LUMO gap (eV): 6.262
LUMO (eV): -0.8685

6.
ORCA calculation (ωB97M-V/def2-TZVPD) on C5H6N as an isolated structure at a distorted geometry.

CARTESIAN COORDINATES (ANGSTROEM)
C  0.985  0.873  0.867
C  -0.847  0.104  -0.475
C  -0.633  -1.041  0.491
C  0.552  0.577  -0.675
C  0.743  -0.522  0.522
N  1.451  -0.527  -0.718
H  1.796  1.525  1.267
H  -1.311  -0.189  -1.354
H  -1.353  0.886  0.124
H  -1.136  -1.131  1.433
H  -0.763  -1.928  -0.079
H  0.516  1.373  -1.403

ΔE to the lowest compared entry with this formula, charge and spin (kcal per mole): 179.4
Molar mass (g mol⁻¹): 80.1
HOMO energy (spin up / spin down) (eV): -16.40 / -15.74
Total charge: +1
HOMO-LUMO gap (spin up / spin down) (eV): 9.737 / 8.870
LUMO (spin up / spin down) (eV): -6.6601 / -6.8652

7.
ORCA calculation (ωB97M-V/def2-TZVPD) on an isolated ion of composition C3H6N3O and charge +1 at a distorted geometry.

CARTESIAN COORDINATES (ANGSTROEM)
C  0.678  0.117  -0.730
C  -0.271  1.293  1.110
C  1.128  -0.802  -1.714
N  0.487  1.107  -0.110
N  -1.111  0.091  1.273
N  -0.812  -0.969  0.578
O  -1.615  -1.868  0.468
H  0.351  1.534  2.014
H  -0.953  2.215  1.231
H  2.251  -0.629  -1.932
H  0.597  -0.368  -2.622
H  1.078  -1.856  -1.506
H  -1.807  0.134  1.940

ΔE to the lowest compared entry with this formula, charge and spin (kcal per mole): 95.6
Molar mass (g mol⁻¹): 100.1
HOMO energy (eV): -14.37
Total charge: +1
HOMO-LUMO gap (eV): 9.321
LUMO (eV): -5.0451

8.
ORCA calculation (ωB97M-V/def2-TZVPD) on C13H14N4O4PRuS2 as an isolated structure at a distorted geometry.

CARTESIAN COORDINATES (ANGSTROEM)
Ru  -0.070  0.737  -0.754
C  -1.950  -2.042  1.267
C  -1.413  -0.771  1.815
N  -0.790  0.189  1.150
C  -0.493  1.184  2.050
C  -0.947  0.839  3.280
N  -1.517  -0.393  3.108
C  -0.925  1.440  4.644
O  -0.368  2.632  4.765
O  -1.403  0.821  5.553
C  0.166  2.373  1.514
O  0.525  3.315  2.164
O  0.341  2.310  0.162
H  -1.751  -2.092  0.199
H  -3.028  -2.102  1.417
H  -1.497  -2.905  1.757
H  -1.946  -0.896  3.875
H  -0.041  2.973  3.908
S  0.706  1.425  -2.777
C  -0.621  1.315  -3.798
C  -0.480  1.758  -5.157
N  -0.353  2.122  -6.239
C  -1.808  0.795  -3.325
S  -1.927  0.221  -1.724
C  -2.982  0.707  -4.141
N  -3.933  0.602  -4.780
C  1.620  -1.961  -2.174
P  1.623  -0.821  -0.782
C  3.182  0.078  -0.819
C  1.662  -1.847  0.697
H  2.457  -2.655  -2.073
H  1.719  -1.405  -3.104
H  0.687  -2.523  -2.197
H  3.996  -0.649  -0.787
H  3.262  0.744  0.041
H  3.265  0.670  -1.729
H  2.533  -2.503  0.653
H  0.762  -2.457  0.754
H  1.732  -1.227  1.590

ΔE to the lowest compared entry with this formula, charge and spin (kcal per mole): 6.6
Molar mass (g mol⁻¹): 486.5
HOMO energy (spin up / spin down) (eV): -12.52 / -12.52
Total charge: +1
HOMO-LUMO gap (spin up / spin down) (eV): 6.430 / 6.429
LUMO (spin up / spin down) (eV): -6.0918 / -6.0932

9.
ORCA calculation (ωB97M-V/def2-TZVPD) on C12H11FN2O3 as an isolated structure at a distorted geometry.

CARTESIAN COORDINATES (ANGSTROEM)
O  1.856  -2.617  -0.421
F  -3.669  -1.379  -1.514
N  0.690  -2.526  1.423
O  0.076  -1.574  3.473
O  1.009  1.672  -1.856
C  1.157  -1.894  0.322
C  0.355  -1.481  2.117
C  -2.533  0.563  -2.339
C  -1.295  1.358  -2.397
C  -1.449  -0.832  -0.725
C  -2.557  -0.608  -1.489
C  -0.145  1.002  -1.680
C  -0.234  -0.044  -0.712
N  0.447  -0.241  1.556
C  -0.448  0.755  2.039
C  1.888  1.635  -0.700
C  2.198  0.251  -0.131
C  0.888  -0.416  0.219
H  0.328  -2.485  3.506
H  -3.367  0.722  -3.025
H  -1.275  2.185  -3.134
H  -1.552  -1.671  -0.076
H  -0.381  1.606  1.406
H  -1.492  0.428  1.974
H  -0.260  1.084  3.047
H  2.817  2.168  -0.889
H  1.399  2.166  0.125
H  2.813  0.488  0.696
H  2.736  -0.317  -0.818

ΔE to the lowest compared entry with this formula, charge and spin (kcal per mole): 30.9
Molar mass (g mol⁻¹): 250.2
HOMO energy (eV): -8.98
Total charge: 0
HOMO-LUMO gap (eV): 9.339
LUMO (eV): 0.3563

10.
ORCA calculation (ωB97M-V/def2-TZVPD) on C4H5LiO7V as an isolated structure at a distorted geometry.

CARTESIAN COORDINATES (ANGSTROEM)
O  -3.010  3.229  0.989
C  -2.515  2.124  1.377
O  -3.278  1.261  1.913
O  -1.241  1.919  1.205
C  -0.820  0.830  0.356
O  0.653  0.346  -1.444
C  2.860  -3.011  -0.776
C  0.122  1.372  -0.715
O  2.966  -2.143  0.118
O  2.221  -2.865  -1.846
V  -4.594  2.468  1.583
Li  1.690  -1.038  -1.043
H  -1.708  0.377  -0.108
H  -0.310  0.074  0.969
H  -0.462  2.091  -1.335
H  0.890  1.991  -0.196
O  3.576  -4.149  -0.600
H  2.961  -4.876  -0.448

ΔE to the lowest compared entry with this formula, charge and spin (kcal per mole): 0.0
Molar mass (g mol⁻¹): 223.0
HOMO energy (spin up / spin down) (eV): -7.40 / -7.40
Total charge: 0
<S²>: 3.7588
HOMO-LUMO gap (spin up / spin down) (eV): 3.920 / 3.784
2S+1: 4
LUMO (spin up / spin down) (eV): -3.4804 / -3.6173

11.
ORCA calculation (ωB97M-V/def2-TZVPD) on a 10-piece molecular cluster, C37H46BrO31P overall at a distorted geometry.

CARTESIAN COORDINATES (ANGSTROEM)
C  3.805  0.266  -1.724
C  2.587  -0.226  -2.156
C  2.413  -1.531  -2.707
C  3.066  -2.622  -2.254
C  2.796  -3.902  -2.930
O  3.682  -4.723  -3.116
C  1.379  -4.087  -3.392
P  0.685  -5.788  -3.378
O  1.761  -6.575  -2.438
Br  -1.042  -5.656  -1.931
C  0.695  -3.008  -3.839
C  -0.740  -3.032  -4.296
C  -1.276  -1.643  -4.551
O  -1.132  -0.956  -3.317
C  1.447  -1.718  -3.836
O  1.332  -0.857  -4.691
H  4.613  0.416  -2.424
H  3.954  0.482  -0.674
H  1.692  0.387  -2.097
H  3.766  -2.541  -1.440
H  1.577  -6.363  -1.516
H  -0.892  -3.701  -5.138
H  -1.320  -3.425  -3.468
H  -2.330  -1.682  -4.814
H  -0.718  -1.151  -5.333
H  -1.141  -0.012  -3.489
C  0.108  -3.382  0.674
C  0.451  -3.489  2.147
O  1.712  -2.811  2.214
C  1.794  -1.960  1.167
O  2.661  -1.160  1.023
O  0.778  -2.169  0.299
H  -0.958  -3.308  0.482
H  0.516  -4.204  0.083
H  -0.269  -2.975  2.782
H  0.553  -4.513  2.493
C  -1.583  3.718  -1.773
C  -2.951  4.293  -2.075
O  -3.328  3.577  -3.263
C  -2.644  2.419  -3.293
O  -2.839  1.533  -4.065
O  -1.688  2.397  -2.338
H  -1.361  3.667  -0.711
H  -0.778  4.255  -2.278
H  -3.677  4.079  -1.294
H  -2.934  5.362  -2.263
C  7.870  -3.050  -0.598
C  6.743  -3.345  -1.567
O  6.420  -2.039  -2.058
C  7.505  -1.244  -1.904
O  7.614  -0.157  -2.362
O  8.448  -1.865  -1.154
H  8.609  -3.844  -0.542
H  7.508  -2.825  0.408
H  7.058  -3.967  -2.405
H  5.877  -3.801  -1.095
C  3.231  2.212  -5.595
C  2.177  1.785  -6.593
O  1.773  3.038  -7.165
C  2.781  3.918  -7.003
O  2.818  4.996  -7.501
O  3.735  3.419  -6.184
H  4.026  1.483  -5.467
H  2.805  2.451  -4.619
H  2.575  1.152  -7.387
H  1.336  1.285  -6.124
C  -0.712  0.033  6.092
C  0.625  -0.468  5.590
O  0.380  -1.882  5.464
C  -0.942  -2.070  5.320
O  -1.445  -3.110  5.021
O  -1.630  -0.933  5.549
H  -0.954  1.032  5.743
H  -0.789  0.007  7.176
H  0.888  -0.067  4.610
H  1.442  -0.282  6.280
C  2.384  6.675  -4.620
C  2.650  7.920  -3.803
O  1.559  7.908  -2.872
C  1.116  6.633  -2.751
O  0.332  6.264  -1.941
O  1.686  5.840  -3.685
H  3.288  6.186  -4.972
H  1.732  6.866  -5.473
H  3.588  7.865  -3.248
H  2.641  8.832  -4.394
C  -4.370  -1.856  3.740
C  -5.600  -2.618  4.187
O  -6.596  -1.588  4.231
C  -6.215  -0.600  3.397
O  -6.894  0.319  3.074
O  -4.944  -0.787  2.972
H  -3.697  -2.450  3.127
H  -3.813  -1.440  4.578
H  -5.911  -3.377  3.468
H  -5.483  -3.081  5.163
C  -5.269  2.723  1.456
C  -4.908  2.701  2.921
O  -3.635  3.365  2.939
C  -3.557  4.157  1.846
O  -2.705  4.954  1.642
O  -4.587  3.901  0.998
H  -6.337  2.800  1.278
H  -4.879  1.856  0.919
H  -5.608  3.269  3.535
H  -4.820  1.697  3.316
C  -2.885  -2.268  9.785
C  -3.879  -2.599  8.690
O  -4.190  -1.304  8.161
C  -3.161  -0.473  8.441
O  -3.028  0.615  7.989
O  -2.289  -1.061  9.295
H  -2.129  -3.036  9.927
H  -3.368  -2.059  10.740
H  -3.438  -3.206  7.896
H  -4.778  -3.086  9.056

ΔE to the lowest compared entry with this formula, charge and spin (kcal per mole): 0.0
Molar mass (g mol⁻¹): 1097.6
HOMO energy (eV): -8.09
Total charge: 0
HOMO-LUMO gap (eV): 6.803
LUMO (eV): -1.2880

no.,electronic energy (eV)
1,-31234.8341
2,-31450.3939
3,-346413.2932
4,-7855.3150
5,-176102.6239
6,-6757.3971
7,-9714.5865
8,-61395.3166
9,-24461.2975
10,-44451.9000
11,-181917.3540